{"formula": "N4O2", "method": "ωB97M-V/def2-TZVPD", "species": ["O", "N", "N", "N", "N", "O"], "xyz": [[2.27, 0.81, -0.01], [1.33, 0.17, -0.03], [-2.80, 0.37, -0.38], [-2.12, -0.07, 0.36], [0.17, -0.14, -0.27], [1.14, -1.13, 0.32]], "gap_ev": 10.95, "max_force_ev_per_a": 4.176, "total_charge": 0, "homo_energy_ev": -10.676, "e_above_lowest_kj_mol": 162.2}

{"formula": "C12H26BiNO3P2", "method": "ωB97M-V/def2-TZVPD", "species": ["H", "H", "H", "H", "C", "H", "H", "C", "H", "O", "P", "C", "H", "O", "H", "H", "H", "C", "H", "C", "O", "H", "H", "H", "C", "N", "H", "C", "H", "H", "H", "H", "C", "P", "Bi", "C", "C", "H", "H", "H", "C", "H", "C", "H", "H"], "xyz": [[4.40, 0.80, 0.82], [-4.80, 0.90, 0.72], [4.02, 0.19, 2.46], [-3.81, 1.88, -1.77], [-0.64, -0.47, 4.00], [-3.68, 0.47, 2.07], [1.51, 2.70, -1.43], [-0.12, -2.57, -2.86], [0.40, 4.19, -0.67], [0.44, 3.26, -0.95], [-2.47, 1.02, 0.05], [-1.30, -1.13, -1.31], [-2.90, -1.37, 0.12], [2.37, 2.08, -1.79], [-0.38, -1.48, 4.38], [3.22, 2.50, -1.62], [-2.27, -2.58, -2.52], [-1.31, -2.15, -2.26], [-1.52, -0.10, 4.54], [-2.59, -0.66, -0.67], [-0.86, -0.52, 2.60], [2.03, -2.21, -2.90], [-2.07, 1.94, -2.17], [-3.89, 2.19, 1.59], [-3.85, 1.15, 1.22], [-0.14, -0.57, -0.90], [-3.38, -0.64, -1.44], [2.28, -0.35, -0.92], [-2.78, 3.15, -1.06], [3.17, -0.85, -1.30], [3.08, -2.68, 1.32], [2.38, 0.96, -1.38], [1.04, -0.98, -1.47], [2.30, -0.43, 0.89], [-0.09, 0.87, 1.19], [-2.81, 2.10, -1.37], [2.09, -2.20, 1.30], [-0.11, -3.35, -3.61], [1.62, -2.29, 2.29], [4.65, -0.94, 1.22], [4.01, -0.06, 1.39], [0.04, 2.71, -0.18], [1.06, -1.94, -2.47], [0.20, 0.19, 4.31], [1.46, -2.70, 0.56]], "gap_ev": 6.94, "max_force_ev_per_a": 3.011, "total_charge": 2, "homo_energy_ev": -14.414}

{"formula": "C30H53FO6", "method": "ωB97M-V/def2-TZVPD", "species": ["H", "C", "C", "C", "H", "C", "C", "H", "C", "C", "H", "H", "C", "C", "H", "F", "H", "H", "C", "H", "O", "H", "H", "H", "H", "H", "H", "H", "H", "H", "H", "H", "H", "H", "H", "C", "H", "H", "O", "C", "H", "C", "O", "H", "H", "C", "O", "C", "H", "H", "O", "C", "C", "H", "C", "H", "C", "C", "H", "C", "C", "C", "C", "H", "C", "H", "O", "H", "H", "H", "H", "H", "H", "H", "H", "H", "H", "H", "C", "H", "C", "C", "C", "H", "H", "H", "C", "H", "H", "H"], "xyz": [[-1.07, 0.08, -2.29], [4.87, -4.47, -0.45], [0.04, -1.43, 0.01], [2.26, 2.02, 6.43], [-2.35, -2.12, -3.11], [-1.52, 1.06, -2.35], [-1.01, -2.80, -5.64], [-1.53, -3.76, -5.49], [2.30, 3.29, 7.33], [-5.54, -1.66, -3.59], [4.50, -2.39, 0.00], [1.91, 2.04, 4.29], [-1.10, -0.90, 0.58], [1.44, -0.44, 1.71], [-1.93, 4.49, 6.00], [-0.06, -1.99, -1.22], [-1.08, 3.63, 2.73], [2.15, -1.87, -5.43], [-5.13, -2.89, -4.39], [-0.76, 1.65, -0.38], [-0.51, -2.84, -6.95], [-3.79, -0.46, -3.90], [-2.52, 1.10, -2.80], [-4.31, -0.44, -2.25], [2.37, -0.54, 2.26], [-3.48, 2.67, 5.93], [6.36, -5.92, 0.20], [0.98, -0.62, -5.45], [-2.61, 3.89, 2.20], [-2.08, -0.92, 0.12], [4.16, -4.72, -1.25], [0.04, 3.75, -2.63], [-4.38, 3.48, 4.61], [-1.83, 0.24, 2.22], [3.63, 2.39, 4.74], [7.18, -4.04, -0.06], [-2.98, 1.82, 3.44], [2.15, -1.70, 0.13], [-2.08, 4.91, 4.01], [-3.39, 3.25, 5.02], [0.53, -3.50, -4.47], [-0.95, -0.20, 1.78], [-0.70, 1.94, -3.12], [-5.87, -3.69, -4.32], [-3.39, 5.35, 5.67], [1.09, -1.69, -5.60], [2.16, 3.84, 5.03], [6.22, -5.14, -0.56], [4.28, -4.83, 0.40], [7.95, -3.87, -0.82], [6.39, -2.88, 0.21], [-2.73, 4.58, 5.26], [-1.70, 3.28, -1.44], [3.13, 3.23, 8.02], [-4.21, -1.10, -3.12], [1.40, -2.57, -7.59], [1.29, -1.18, 0.55], [-1.62, 1.81, -1.02], [-1.60, 2.16, 4.50], [-2.08, 3.79, 3.16], [2.58, 2.48, 5.04], [-3.39, -2.38, -2.87], [0.29, 0.10, 2.30], [-4.95, -2.63, -5.43], [0.15, -2.49, -4.69], [0.41, 0.76, 3.15], [-3.92, -3.33, -3.77], [-3.44, -2.72, -1.84], [-1.26, 3.93, -0.69], [-2.72, 3.63, -1.58], [-1.52, 3.79, -3.56], [2.92, 1.22, 6.76], [0.38, -1.08, -7.58], [-6.20, -1.98, -2.77], [-2.48, 1.49, -0.42], [-1.82, -2.05, -5.55], [5.31, -2.61, -1.60], [1.32, 3.41, 7.77], [-2.47, 2.60, 4.01], [1.92, 5.29, 6.47], [5.20, -2.99, -0.59], [0.64, -2.00, -7.05], [2.53, 4.41, 6.27], [-0.10, -2.04, -3.74], [1.21, 1.72, 6.46], [-6.19, -0.94, -4.09], [-0.94, 3.29, -2.78], [6.38, -5.42, -1.60], [7.71, -4.31, 0.86], [3.58, 4.71, 6.26]], "gap_ev": 9.73, "max_force_ev_per_a": 2.560, "total_charge": 0, "homo_energy_ev": -9.194}

{"formula": "C4H7NO2", "method": "ωB97M-V/def2-TZVPD", "species": ["H", "C", "O", "H", "H", "H", "H", "O", "H", "H", "N", "C", "C", "C"], "xyz": [[0.40, 1.88, -0.13], [1.20, 0.08, 0.73], [-0.73, -0.96, 1.81], [1.75, 0.59, -0.40], [-0.70, -1.83, -0.35], [1.67, 0.60, 1.56], [1.32, -0.99, 0.65], [-1.69, 0.85, 0.87], [0.20, -0.50, -1.99], [-1.05, 0.74, -1.73], [-1.17, -0.93, -0.44], [-1.29, -0.33, 0.88], [0.49, 0.80, -0.25], [-0.40, 0.02, -1.23]], "gap_ev": 8.46, "max_force_ev_per_a": 0.309, "total_charge": 0, "homo_energy_ev": -8.964, "e_above_lowest_kj_mol": 398.4}

{"formula": "C39H51N9OPbS4", "method": "ωB97M-V/def2-TZVPD", "species": ["S", "H", "H", "C", "C", "H", "H", "H", "C", "N", "C", "C", "N", "H", "C", "H", "N", "C", "H", "C", "H", "H", "H", "C", "H", "N", "H", "H", "H", "H", "H", "H", "C", "H", "S", "C", "C", "C", "H", "C", "C", "H", "H", "H", "C", "H", "H", "C", "C", "S", "H", "H", "O", "C", "H", "C", "C", "S", "N", "H", "H", "C", "H", "H", "C", "C", "C", "H", "N", "N", "H", "C", "H", "H", "C", "C", "C", "H", "H", "C", "C", "C", "H", "H", "H", "H", "C", "H", "N", "H", "C", "C", "H", "H", "H", "N", "C", "C", "H", "C", "H", "C", "H", "H", "Pb"], "xyz": [[-0.01, -0.66, -3.10], [-2.08, -1.87, -3.36], [-2.37, -7.01, 0.13], [-2.19, -6.07, -0.42], [-0.40, -3.69, -4.64], [-3.84, 0.53, -2.91], [6.14, 1.68, 3.74], [4.70, -1.78, 0.88], [-3.15, 3.22, -0.20], [2.81, -1.39, -0.06], [-3.08, 0.10, 2.69], [1.55, 3.45, -0.80], [-2.57, -3.84, 0.11], [-3.92, -4.93, -1.15], [3.94, 0.01, 1.72], [4.22, 0.50, -2.57], [1.31, 3.12, 0.59], [-0.90, 2.26, 2.96], [-0.14, -5.79, 0.21], [-3.61, 1.28, -2.16], [-0.10, 4.03, 5.73], [-5.65, -2.03, 3.42], [0.44, 3.56, 0.93], [-1.14, -2.10, -2.82], [1.74, 4.54, -0.95], [-1.03, -5.36, 0.07], [3.02, 4.25, 1.15], [2.37, -2.29, -0.11], [2.90, -1.47, -2.16], [4.49, 0.85, -0.90], [-3.84, -3.13, 4.72], [-1.37, -2.00, -1.73], [3.50, -1.07, -1.30], [-4.03, -5.35, 0.56], [-0.89, -2.47, 4.79], [4.41, 2.53, 2.72], [0.03, 3.27, 4.96], [-0.11, 1.06, 3.38], [1.73, 1.15, -4.69], [-0.40, 1.73, -4.55], [-2.54, 1.14, -1.33], [2.00, 0.77, 3.80], [-5.32, 2.48, -2.71], [4.49, -1.58, -1.36], [5.05, 0.23, 2.53], [0.63, 3.23, -1.37], [2.05, 2.69, 5.53], [-1.00, 3.19, 4.01], [-2.05, -0.55, 3.38], [1.79, -1.63, 4.11], [-1.22, -4.22, -2.71], [5.70, -0.62, 2.78], [1.28, -1.10, -3.71], [1.12, 1.41, 3.95], [-0.70, -0.27, -5.37], [3.73, 0.42, -1.57], [-4.46, 2.39, -2.04], [-0.08, -2.87, 0.77], [-1.40, 2.68, 1.72], [0.42, -3.55, -2.63], [1.39, 2.84, -5.18], [-2.32, -1.71, 4.09], [4.55, 3.56, 3.07], [-1.12, 2.26, -5.19], [-3.63, -2.22, 4.13], [2.72, 2.70, -1.45], [2.38, 3.40, 1.51], [3.28, -2.00, 1.91], [2.52, 1.24, -1.51], [-1.36, 1.84, 0.66], [-1.90, 0.25, -1.38], [1.18, 2.48, 4.88], [-2.98, -2.92, 0.18], [-1.85, 3.87, 4.08], [3.71, -1.36, 1.11], [3.32, 2.26, 1.88], [-0.55, -3.44, -3.15], [-1.36, -3.65, -5.18], [3.68, 2.91, -0.94], [-4.35, -0.47, 2.65], [-3.32, -5.06, -0.24], [-4.64, -1.61, 3.40], [-0.47, 2.26, -3.57], [-5.12, -0.02, 2.02], [-1.95, 0.25, -4.20], [0.28, -2.93, -5.11], [-2.31, 2.09, -0.31], [1.89, 0.99, -2.26], [-0.59, -0.28, 3.35], [-2.87, 0.98, 2.13], [-4.24, 3.32, -1.04], [5.30, 1.50, 3.05], [-2.07, -6.38, -1.47], [-2.89, 3.94, 0.59], [0.02, -4.70, -4.84], [3.07, 1.01, 1.47], [-1.24, -4.03, 0.30], [0.99, 1.81, -5.18], [0.94, 1.47, -6.24], [-0.86, 0.29, -4.43], [2.87, 3.13, -2.45], [0.17, -1.33, 4.00], [-4.95, 4.15, -0.91], [2.00, 3.81, 2.46], [0.73, 0.45, 0.62]], "gap_ev": 4.88, "max_force_ev_per_a": 4.132, "total_charge": 0, "homo_energy_ev": -4.735}